Entry 1:
BH62O29 | wB97M-V/def2-TZVPD

Calculated values
LUMO energy	0.527	eV
DFT total energy	-2244.0258	Eh
molecular weight	537.3	g mol⁻¹
gap between HOMO and LUMO	0.283	Eh
total charge	-1

Geometry (Å):
B 0.203 -0.105 -0.056
H -0.547 -0.459 -0.747
H -0.209 0.757 0.446
H 0.373 -0.849 0.707
H 1.082 0.207 -0.598
O -0.887 -5.435 1.551
H -1.484 -5.081 0.892
H -0.097 -4.899 1.472
O 3.664 -0.240 -0.847
H 3.204 -1.074 -0.753
H 3.720 -0.101 -1.793
O -2.723 -1.726 -1.780
H -1.983 -1.994 -1.234
H -2.320 -1.320 -2.548
O 2.861 3.688 -0.433
H 2.608 2.999 -1.049
H 2.646 4.504 -0.885
O -0.860 5.831 -1.069
H -1.271 5.078 -0.644
H -1.350 5.943 -1.884
O 4.085 2.792 3.085
H 3.530 2.141 2.657
H 4.718 3.047 2.414
O -0.616 2.836 -0.800
H -0.115 3.286 -1.481
H -0.065 2.095 -0.548
O -1.020 -2.946 3.879
H -0.098 -3.011 3.629
H -1.207 -2.007 3.863
O 0.902 -3.383 1.853
H 0.573 -2.782 1.185
H 1.841 -3.447 1.678
O 2.511 0.267 1.523
H 3.054 0.111 0.751
H 1.654 -0.091 1.290
O -2.725 1.207 -4.246
H -1.903 1.063 -3.778
H -2.848 2.156 -4.229
O 0.469 -2.838 -1.128
H 0.229 -2.015 -0.702
H 1.369 -3.001 -0.844
O -3.325 0.548 0.265
H -2.387 0.524 0.075
H -3.733 0.126 -0.492
O -0.218 2.711 4.091
H 0.314 3.096 3.395
H -0.598 1.926 3.697
O 6.285 0.083 0.603
H 5.576 0.027 -0.038
H 5.993 -0.465 1.332
O 1.006 3.239 1.641
H 0.289 3.654 1.163
H 1.651 3.023 0.967
O -0.365 0.662 -3.177
H -0.323 0.680 -2.221
H 0.523 0.881 -3.461
O 3.043 -3.319 -0.664
H 3.264 -3.867 -1.417
H 3.579 -3.664 0.050
O -0.638 -0.033 2.812
H -1.574 -0.202 2.923
H -0.542 0.186 1.885
O -1.065 -1.699 -4.217
H -0.794 -0.839 -3.896
H -0.293 -2.041 -4.667
O 3.005 -0.474 -3.795
H 3.212 -1.402 -3.907
H 3.490 -0.034 -4.493
O 1.854 -1.043 3.931
H 2.183 -0.511 3.207
H 0.904 -0.931 3.899
O -2.791 3.959 0.834
H -2.584 3.169 0.336
H -3.631 4.253 0.481
O -4.185 2.972 2.900
H -5.000 2.743 2.453
H -3.598 3.257 2.200
O 2.039 1.891 -2.338
H 2.518 1.473 -3.053
H 2.000 1.223 -1.653
O -5.299 -1.860 -0.947
H -5.816 -2.167 -1.691
H -4.411 -1.767 -1.294
O -3.119 -0.727 2.791
H -4.060 -0.858 2.903
H -3.043 -0.191 2.001
O -1.238 -4.032 -2.755
H -0.502 -3.749 -2.213
H -1.441 -3.271 -3.300
O -2.144 -2.898 1.056
H -2.984 -2.441 1.008
H -1.992 -3.022 1.993

Entry 2:
CH3ClIN | wB97M-V/def2-TZVPD

Calculated values
LUMO energy	0.228	eV
DFT total energy	-852.5186	Eh
molecular weight	191.4	g mol⁻¹
ΔE to the lowest compared entry with this formula, charge and spin	0.023	eV
gap between HOMO and LUMO	0.355	Eh

Geometry (Å):
C 0.777 0.680 0.430
N -0.305 0.153 -0.335
Cl 0.778 2.314 -0.078
I 2.751 -0.189 -0.016
H 0.792 0.428 1.551
H -0.042 0.420 -1.245
H -0.499 -0.906 -0.235